--- P ---
ORCA calculation (wB97M-V/def2-TZVPD) on a single C3H9NS molecule.

The HOMO energy comes out at -8.789 eV. The SMILES is CNCCS.

Structure (ORCA input):
```
! RIJCOSX wB97M-V def2-TZVPD def2/J DEFGRID3
* xyz 0 1
S 1.1330 -1.1052 1.4797
N -1.1965 0.3241 -1.4668
C -1.0024 1.8816 -1.3908
C 0.5968 0.3031 0.2517
C -0.7087 -0.3288 -0.2037
H -1.1092 2.1233 -0.2818
H -0.7356 -0.0356 -2.2073
H 0.0852 2.1752 -1.5056
H 1.3219 0.2913 -0.6228
H 0.8246 -2.0289 0.5343
H 0.5314 1.1476 0.8703
H -1.5197 -0.2724 0.5409
H -0.6830 -1.3567 -0.5793
H -1.7816 2.2350 -2.0996
*
```

--- Q ---
ORCA calculation (wB97M-V/def2-TZVPD) on 2 unconnected molecules or ions with the total composition C3H9NS.

The HOMO energy comes out at -8.259 eV. The SMILES is C/C=C\N.S.

Structure (ORCA input):
```
! RIJCOSX wB97M-V def2-TZVPD def2/J DEFGRID3
* xyz 0 1
S 0.2094 -2.2894 1.6112
N 0.0025 -0.2610 -0.4361
C -0.7432 0.9249 -0.2298
C 0.6174 2.2620 -1.8821
C -0.4610 2.0830 -0.8187
H -0.3812 -1.7524 2.6681
H 0.9548 -0.0870 -0.7832
H 1.6100 2.3300 -1.4448
H -1.5329 0.9455 0.5088
H -0.1019 -1.2112 0.6026
H -0.4095 -0.9224 -1.1134
H -1.0864 2.9049 -0.4952
H 0.4550 3.1909 -2.4543
H 0.6440 1.4393 -2.6310
*
```

Q is preferred energetically. Next in line: 0.0139 hartree higher.

--- P ---
ORCA calculation (wB97M-V/def2-TZVPD) on 2 unconnected molecules or ions with the total composition C5H8N2O4.

The HOMO energy comes out at -8.126 eV.

Structure (ORCA input):
```
! RIJCOSX wB97M-V def2-TZVPD def2/J DEFGRID3
* xyz 0 1
O -2.3723 -0.4307 1.6285
O -0.4101 -1.2534 2.3036
O 1.8006 2.1104 0.7149
O -0.5544 2.7087 -0.3943
N -0.1946 -2.1176 -2.6191
N 1.4364 -0.6652 -1.1018
C -0.3941 0.8028 1.0349
C -1.1859 -0.2433 1.6677
C 1.1787 0.8837 0.9463
C -1.0780 1.8476 0.3328
C 1.4810 -0.0299 -0.1534
H -0.7863 -1.2611 -2.4753
H 1.1517 -1.2645 -2.0318
H -2.1772 1.8871 0.2845
H 0.2918 -0.8050 2.7795
H -0.3640 -2.6614 -1.7255
H 1.1110 2.7916 0.3500
H 1.5941 0.3808 1.8151
H -0.5284 -2.6807 -3.3568
*
```

--- Q ---
ORCA calculation (wB97M-V/def2-TZVPD) on a single C5H8N2O4 molecule.

The HOMO energy (spin up / spin down) comes out at -9.600 / -9.107 eV.

Structure (ORCA input):
```
! RIJCOSX wB97M-V def2-TZVPD def2/J DEFGRID3
* xyz 0 1
O -0.7900 3.0689 0.5178
O 1.3802 -1.6027 1.4041
O -1.7858 2.4497 -1.2822
O 0.3453 -2.3564 -0.5576
N -1.0457 2.2113 -0.3281
N 1.1769 -2.6762 0.4649
C 0.5133 0.8282 0.9250
C 0.3398 -1.1574 -1.3154
C 0.3860 -0.5759 1.6861
C -0.7606 -0.0780 -1.1764
C -0.3651 1.0526 -0.2427
H -1.6798 -0.6486 -0.9758
H -1.0568 0.4116 -2.1437
H 0.1860 1.6150 1.6581
H 1.3081 -0.7847 -1.2582
H 0.2688 -1.5190 -2.2683
H 1.5331 0.9982 0.3748
H -0.5779 -0.9852 1.7150
H 0.6242 -0.2514 2.8024
*
```

--- R ---
ORCA calculation (wB97M-V/def2-TZVPD) on a single C5H8N2O4 molecule.

The HOMO energy comes out at -9.719 eV. The SMILES is O=NN1C[C@@H](O)C[C@H]1C(=O)O.

Structure (ORCA input):
```
! RIJCOSX wB97M-V def2-TZVPD def2/J DEFGRID3
* xyz 0 1
O 1.4489 2.1391 0.6954
O -1.9704 0.1062 -1.7679
O -1.3733 -2.0053 -1.2710
O 1.1701 -0.8947 -1.4217
N 0.5522 -0.7345 0.6449
N 1.5354 -0.7718 -0.2872
C 0.9288 0.0933 1.8428
C -0.7799 -0.2462 0.3077
C 0.4597 1.4985 1.4955
C -1.3709 -0.6805 -1.0548
C -0.7783 1.2573 0.5203
H -1.6890 1.6680 1.0127
H 2.0207 0.0051 1.8763
H -1.4351 -0.7554 1.0537
H 0.2079 2.0949 2.3901
H 0.3849 -0.4302 2.6361
H -0.6064 1.7303 -0.4655
H -0.6885 -2.4615 -0.7535
H 2.2337 2.3958 1.1983
*
```

R is preferred energetically. Next in line: 0.0133 hartree higher.

--- P ---
ORCA calculation (wB97M-V/def2-TZVPD) on 7 unconnected molecules or ions with the total composition C7H28O7.

The HOMO energy comes out at -9.948 eV. The SMILES is CO.CO.CO.CO.CO.CO.CO.

Structure (ORCA input):
```
! RIJCOSX wB97M-V def2-TZVPD def2/J DEFGRID3
* xyz 0 1
O 0.6701 -3.4067 -0.2562
O -0.9363 1.0924 -2.7044
O -1.0132 -1.2008 1.2810
O -1.4389 3.6336 -1.0395
O 2.7175 -1.7305 -1.7956
O 0.4331 0.5471 -0.3767
O 0.3257 1.2236 4.5935
C 1.6242 -3.4411 0.8102
C 2.2988 -1.2524 -3.0446
C -2.2385 0.5114 -2.6057
C 1.6275 1.3799 -0.5514
C -2.4269 -1.1527 1.1744
C -1.7769 3.3205 0.2641
C 0.8873 -0.0531 4.2389
H 2.3597 -2.0659 -3.7863
H 1.0688 -3.5840 1.7344
H 2.1469 -2.4506 -1.5741
H 0.2286 -0.4325 3.4495
H -1.5858 4.5426 -1.2714
H -2.0979 4.2409 0.7827
H 0.9382 -0.6414 5.1590
H -2.7654 0.5591 -3.5962
H 1.8850 0.0728 3.8051
H 2.3532 -4.2750 0.7061
H 2.5163 0.7700 -0.7885
H -2.8313 -0.2785 1.6987
H -0.8892 2.9353 0.7826
H 0.1054 0.3255 -1.2632
H -0.5082 -0.4639 0.8474
H -2.8527 -2.1216 1.5375
H 3.0620 -0.5540 -3.3844
H -2.6204 2.6328 0.3369
H 0.6929 1.9536 4.1232
H 1.5668 2.2065 -1.2803
H -2.1417 -0.5104 -2.2429
H 1.3303 -0.7363 -3.0151
H -1.1227 2.0051 -2.4491
H 1.9045 1.9067 0.4001
H 2.1705 -2.5024 0.8674
H -2.8511 1.0345 -1.8651
H -0.0941 -2.9863 0.1813
H -2.7222 -1.0540 0.1169
*
```

--- Q ---
ORCA calculation (wB97M-V/def2-TZVPD) on 7 unconnected molecules or ions with the total composition C7H28O7.

The HOMO energy comes out at -9.858 eV. The SMILES is CO.CO.CO.CO.CO.CO.CO.

Structure (ORCA input):
```
! RIJCOSX wB97M-V def2-TZVPD def2/J DEFGRID3
* xyz 0 1
O -2.0827 1.6472 -1.4978
O -0.3668 -3.3333 3.6300
O -0.1461 1.7669 3.3296
O -0.2793 0.9984 0.4701
O 3.4659 0.3742 4.4548
O 0.2417 2.4868 -2.9740
O 1.1225 -0.6816 -5.1935
C 0.7068 0.1983 -0.1495
C 2.7773 -0.5245 3.6204
C -2.8754 0.5034 -1.8147
C -0.3334 2.5387 -4.2452
C -0.8598 0.7748 4.0878
C -0.1481 -2.8462 2.3021
C 0.5838 -1.3885 -4.0942
H 1.3361 -2.0038 -3.6006
H -0.1265 0.3119 4.7488
H -2.4596 -0.3725 -1.3196
H -2.6050 2.4218 -1.2783
H -0.9641 1.1254 -0.2077
H 1.5077 -0.0875 0.5347
H 1.8636 -0.8841 4.0970
H 1.2849 0.6466 -0.9624
H 0.2512 -0.7292 -0.5082
H 0.0497 -1.7828 2.4322
H -1.2766 -0.0179 3.4643
H 0.7360 -3.3146 1.8668
H 0.3786 2.8050 -5.0263
H -1.2009 3.1932 -4.3705
H -2.9107 0.3365 -2.8918
H -0.4962 -4.2849 3.6077
H 3.4008 -1.3723 3.3348
H -1.0018 -2.9430 1.6292
H 2.5835 -0.0258 2.6661
H -0.2839 1.5213 2.4073
H 1.9625 -1.0784 -5.4303
H 0.0852 -0.7482 -3.3659
H -3.8920 0.7126 -1.4818
H -0.4282 2.1428 -2.3711
H -0.1972 -2.0269 -4.5194
H -1.6775 1.2445 4.6342
H 2.9245 1.1659 4.5199
H -0.6506 1.5297 -4.5347
*
```

P is preferred energetically. Next in line: 0.0081 hartree higher.

--- P ---
ORCA calculation (wB97M-V/def2-TZVPD) on a molecular structure, C4H10N2O2.

The HOMO energy comes out at -8.825 eV.

Structure (ORCA input):
```
! RIJCOSX wB97M-V def2-TZVPD def2/J DEFGRID3
* xyz 0 1
O 1.8728 0.2723 1.6687
O -0.4292 -1.3844 2.7417
N -0.6888 -1.3204 -0.9531
N 0.2445 0.4104 -0.0394
C -1.0051 -0.2852 -1.8044
C -0.3730 2.2709 -1.6420
C -0.3945 0.8414 -1.1976
C 0.2183 -0.9197 -0.0501
H 0.8487 -1.4846 0.6173
H -1.7422 -0.2663 -2.5671
H 1.1133 0.8933 0.9118
H 0.4821 2.5002 -2.2733
H -1.2913 2.5176 -2.1929
H -0.7157 -2.2774 -1.2649
H 2.6860 0.7852 1.7439
H -0.7705 -0.4759 2.7430
H 0.4708 -1.0650 2.9510
H -0.2771 2.9071 -0.7475
*
```

--- Q ---
ORCA calculation (wB97M-V/def2-TZVPD) on 3 unconnected molecules or ions with the total composition C4H10N2O2.

The HOMO energy comes out at -8.634 eV. The SMILES is Cc1cnc[nH]1.O.O.

Structure (ORCA input):
```
! RIJCOSX wB97M-V def2-TZVPD def2/J DEFGRID3
* xyz 0 1
O -0.4335 2.6720 -1.3414
O 0.2608 -3.0608 1.1234
N 0.3213 -0.7559 -1.3872
N -1.0614 0.0842 0.1304
C -0.9045 -0.4549 -1.1203
C 1.0329 -0.3537 -0.2827
C 0.6132 1.0687 1.8430
C 0.2273 0.2359 0.6529
H -1.7798 -0.6421 -1.7223
H 1.6983 1.0890 1.8582
H 1.0488 -2.6406 1.5055
H 0.2789 2.0935 1.6759
H -1.7888 0.7102 0.4638
H -1.0391 3.3409 -1.0582
H 0.1763 0.6463 2.7450
H 0.2860 3.2211 -1.7008
H 2.1098 -0.4141 -0.2622
H 0.0034 -2.3876 0.4639
*
```

--- R ---
ORCA calculation (wB97M-V/def2-TZVPD) on 2 unconnected molecules or ions with the total composition C4H10N2O2.

The HOMO energy comes out at -9.270 eV.

Structure (ORCA input):
```
! RIJCOSX wB97M-V def2-TZVPD def2/J DEFGRID3
* xyz 0 1
O -1.4183 -1.9604 1.0695
O 1.7701 1.9739 0.5856
N 1.0002 0.7869 -1.7870
N -1.9101 0.1413 0.1591
C -2.2093 -1.0939 0.5441
C 0.4596 -0.1579 -0.7673
C -0.4726 0.5959 0.1663
C 1.6954 -0.7649 0.0068
H 1.9559 2.6131 1.2785
H 1.4084 -1.3840 0.9461
H -0.1455 0.4292 1.1676
H -0.4433 1.6454 -0.0180
H 2.2334 0.1439 0.1855
H -0.2151 -0.9054 -1.2712
H 1.7875 0.5984 -2.3331
H 1.2448 1.5696 -1.1302
H 2.2093 -1.5283 -0.6586
H -3.3192 -1.2624 0.2885
*
```

--- S ---
ORCA calculation (wB97M-V/def2-TZVPD) on 3 unconnected molecules or ions with the total composition C4H10N2O2.

The HOMO energy comes out at -8.738 eV.

Structure (ORCA input):
```
! RIJCOSX wB97M-V def2-TZVPD def2/J DEFGRID3
* xyz 0 1
O 1.6528 -0.4668 -1.0222
O 2.1267 0.7608 0.7912
N -2.2005 -0.4350 -1.1281
N -1.8465 -0.1369 1.5949
C -1.2140 0.2221 -1.2019
C -0.5672 1.0441 -0.0775
C 2.1607 -0.2690 0.1041
C -0.5272 0.0783 1.0696
H 0.0099 0.5832 1.8899
H -0.9369 -2.5645 -3.3370
H -1.8590 -0.9720 2.1740
H -0.6589 -2.3333 -2.6860
H 0.0336 -0.7985 0.7713
H -0.6280 0.1516 -2.1522
H 0.3686 1.4974 -0.3603
H 2.6509 -1.1337 0.6145
H -1.2803 1.8275 0.2143
H -2.4825 -0.4101 0.7926
*
```

Q is preferred energetically. Next in line: 0.0323 hartree higher.

--- P ---
ORCA calculation (wB97M-V/def2-TZVPD) on 2 unconnected molecules or ions with the total composition C4H10N2O2.

The HOMO energy comes out at -9.919 eV. The SMILES is CC(N)=O.CC(N)=O.

Structure (ORCA input):
```
! RIJCOSX wB97M-V def2-TZVPD def2/J DEFGRID3
* xyz 0 1
O 1.0939 1.2817 -1.8895
O -0.7877 -2.8569 1.0071
N -0.7276 -1.9953 -1.0420
N 1.1925 2.7739 -0.2644
C -1.8169 -0.7146 0.7117
C -1.0825 -1.9326 0.2678
C 1.3929 0.4221 0.3817
C 1.2226 1.4681 -0.6886
H -2.9010 -0.8899 0.6914
H -1.7167 -0.5716 1.7923
H 2.4799 0.2703 0.3528
H -1.6024 0.2803 0.3535
H -0.6453 -1.2196 -1.6791
H 1.2989 3.0578 0.6991
H 1.0977 0.5669 1.4126
H 0.9075 -0.5063 0.0918
H -0.3473 -2.9000 -1.2494
H 0.9417 3.4657 -0.9488
*
```

--- Q ---
ORCA calculation (wB97M-V/def2-TZVPD) on 2 unconnected molecules or ions with the total composition C4H10N2O2.

The HOMO energy comes out at -9.515 eV. The SMILES is CC(N)=O.CC(N)=O.

Structure (ORCA input):
```
! RIJCOSX wB97M-V def2-TZVPD def2/J DEFGRID3
* xyz 0 1
O 0.2089 2.4329 -3.7327
O -0.4235 0.0044 1.4095
N -0.0802 2.8437 -1.5184
N 1.2289 -1.1393 2.4201
C 0.0355 0.5559 -2.2656
C 0.0217 2.0205 -2.6073
C -0.0286 -1.0371 1.8897
C -0.8290 -2.3112 1.9240
H 1.5112 -1.8155 3.1062
H -0.2268 2.4325 -0.6118
H -1.7759 -2.1346 1.4440
H -0.3267 -3.1019 1.3699
H 1.8070 -0.3145 2.3711
H 0.3190 -0.0972 -3.0916
H 0.8724 0.3509 -1.5814
H -1.0498 -2.6508 2.9356
H -0.8578 0.1813 -1.7735
H -0.4064 3.7800 -1.6879
*
```

--- R ---
ORCA calculation (wB97M-V/def2-TZVPD) on 2 unconnected molecules or ions with the total composition C4H10N2O2.

The HOMO energy comes out at -8.711 eV. The SMILES is CN(O)C(N)=O.C=C.

Structure (ORCA input):
```
! RIJCOSX wB97M-V def2-TZVPD def2/J DEFGRID3
* xyz 0 1
O -1.0689 1.6098 0.2986
O -0.6407 -1.8142 1.2913
N -0.7844 0.2349 0.1243
N -0.3165 0.1500 2.4209
C -0.5475 -0.6008 1.2870
C 1.8596 -0.0933 -1.8087
C -1.4233 -0.3076 -1.0651
C 1.6396 0.0475 -0.4808
H 2.3858 0.6755 -2.3614
H 2.0620 0.8975 0.0465
H -1.6950 1.6326 1.0463
H -1.0478 0.2634 -1.9163
H 0.0512 -0.4003 3.1858
H -1.1652 -1.3601 -1.1872
H 1.4639 -0.9432 -2.3531
H 1.5487 -0.8523 0.2138
H -2.5016 -0.1577 -1.0104
H 0.1801 1.0182 2.2685
*
```

--- S ---
ORCA calculation (wB97M-V/def2-TZVPD) on a single C4H10N2O2 molecule.

The HOMO energy comes out at -9.090 eV. The SMILES is CCON(CC)N=O.

Structure (ORCA input):
```
! RIJCOSX wB97M-V def2-TZVPD def2/J DEFGRID3
* xyz 0 1
O 0.2475 0.5783 -0.6020
O -1.3936 0.2706 -2.5762
N -0.8720 -0.7066 -2.0857
N -0.3519 -0.6541 -0.8736
C -0.0463 2.6903 0.6289
C 0.6938 -2.0512 0.8844
C -0.6245 1.3100 0.3631
C 0.5759 -1.7810 -0.5802
H 0.0695 -2.6585 -1.0660
H -0.6811 3.2032 1.3597
H -0.6320 0.6944 1.2745
H -1.6092 1.2988 -0.1087
H 1.5100 -1.6088 -1.1327
H 1.4588 -2.8301 1.0494
H 0.9934 -1.2125 1.4727
H -0.2519 -2.4609 1.2605
H 1.0211 2.6414 1.0152
H -0.1075 3.2768 -0.2833
*
```

Q is preferred energetically. Next in line: 0.0106 hartree higher.

--- P ---
ORCA calculation (wB97M-V/def2-TZVPD) on a single C4H10N2O2 molecule.

The HOMO energy comes out at -9.259 eV. The SMILES is NCN[C@H](C=O)CO.

Structure (ORCA input):
```
! RIJCOSX wB97M-V def2-TZVPD def2/J DEFGRID3
* xyz 0 1
O -1.3833 -2.4631 0.8386
O 0.9824 -0.5227 -2.0156
N 0.4632 -0.5090 0.7389
N 0.4985 1.8676 1.4829
C -0.6602 -0.4051 -0.1486
C -0.3031 -0.0992 -1.6246
C 1.2156 0.7049 0.9383
C -1.4728 -1.6970 -0.0746
H 0.1937 -0.9534 1.6052
H -0.9689 -0.6505 -2.2891
H 1.7863 0.9494 0.0456
H -0.4412 0.9520 -1.8454
H -0.2317 1.4978 2.0840
H -1.3057 0.4155 0.1705
H 0.0603 2.4833 0.8115
H 2.0036 0.5221 1.6620
H 1.7133 -0.2894 -1.4278
H -2.1499 -1.8030 -0.9520
*
```

--- Q ---
ORCA calculation (wB97M-V/def2-TZVPD) on 2 unconnected molecules or ions with the total composition C4H10N2O2.

The HOMO energy comes out at -9.146 eV. The SMILES is [H]/N=C(\N)O.C=COC.

Structure (ORCA input):
```
! RIJCOSX wB97M-V def2-TZVPD def2/J DEFGRID3
* xyz 0 1
O -2.4511 -1.6389 -2.6571
O 0.9079 0.5983 0.2600
N -0.7328 -0.2813 -2.1198
N -1.9845 -1.4213 -0.4636
C 1.8435 -0.0219 1.0257
C 0.1574 1.6321 0.8605
C -1.7003 -1.1242 -1.6596
C 2.1683 0.2244 2.2833
H -3.1473 -2.1675 -2.2460
H 2.9353 -0.3552 2.7602
H -0.5278 -0.3072 -3.1036
H -0.3914 1.2639 1.7322
H -0.5473 1.9738 0.1045
H 2.3267 -0.7966 0.4456
H 1.7018 0.9887 2.8775
H -1.3743 -1.0010 0.2259
H 0.0109 -0.0259 -1.4897
H 0.8048 2.4597 1.1638
*
```

--- R ---
ORCA calculation (wB97M-V/def2-TZVPD) on 2 unconnected molecules or ions with the total composition C4H10N2O2.

The HOMO energy comes out at -8.000 eV.

Structure (ORCA input):
```
! RIJCOSX wB97M-V def2-TZVPD def2/J DEFGRID3
* xyz 0 1
O 1.1893 -1.7914 0.2452
O -0.1421 0.7538 2.0678
N 1.6484 0.8386 0.6706
N -0.5323 1.1614 -0.1900
C -0.1679 -1.8660 0.2512
C -0.9860 0.0705 -2.5128
C -1.4306 0.3865 -1.1210
C 0.2223 0.8452 0.9192
H 1.8430 -0.1698 0.5374
H -0.7936 -1.5941 1.1301
H -1.2580 0.9504 -3.2120
H 0.1206 1.6992 -0.7516
H -2.4471 0.7633 -0.9944
H 0.0906 -1.0043 -0.4269
H 2.1355 1.0690 1.5116
H 0.1215 -0.0983 -2.6331
H -0.6583 -2.6869 -0.3127
H -1.4853 -0.8634 -2.8146
*
```

Q is preferred energetically. Next in line: 0.0181 hartree higher.